The following is a quantum chemistry calculation of a structure of composition C40H44F4N6O4STi in a non-equilibrium geometry, from OMol25.

Geometry (Å):
Ti  -0.41801  -0.52222  -0.26979
C  1.62943  -2.26830  -2.90108
C  1.04295  -1.10171  -3.68100
N  -0.18231  -0.50162  -3.14007
C  -0.31025  0.82609  -3.78311
C  -1.68702  1.45229  -3.93178
C  -1.30764  -1.41366  -3.32590
C  -2.54566  -1.12752  -2.45166
N  -2.23965  -0.22206  -1.36090
C  -3.27342  0.31008  -0.67733
C  -2.98011  1.38737  0.19157
F  -1.68208  1.78797  0.23465
C  -3.91579  2.02709  0.96066
F  -3.53011  3.06999  1.74758
C  -5.24794  1.65659  0.95742
C  -5.56863  0.60217  0.12638
F  -6.84002  0.17033  0.07882
C  -4.63847  -0.04693  -0.66431
F  -5.08948  -1.08604  -1.39822
H  2.68445  -2.37726  -3.15669
H  1.13587  -3.21246  -3.13185
H  1.55386  -2.11802  -1.82476
H  0.86555  -1.40323  -4.72857
H  1.78665  -0.30674  -3.72774
H  0.12876  0.76539  -4.79198
H  0.32376  1.50913  -3.20760
H  -2.35284  0.83683  -4.53508
H  -1.56957  2.40421  -4.45192
H  -2.15715  1.63712  -2.97229
H  -0.93102  -2.39600  -3.05005
H  -1.61125  -1.47336  -4.38463
H  -2.90023  -2.10204  -2.09402
H  -3.35360  -0.70901  -3.05683
H  -5.98968  2.15529  1.55911
O  -3.17703  -4.78849  1.16469
C  -2.34497  -5.27344  0.20684
C  -2.56122  -6.54613  -0.31777
C  -1.74656  -7.06420  -1.30770
C  -0.68642  -6.30906  -1.78791
C  -0.47356  -5.04744  -1.26528
C  -1.28231  -4.49314  -0.26835
C  -1.03121  -3.08923  0.12842
O  -0.37058  -2.35658  -0.78272
N  -1.54001  -2.61429  1.20283
N  -1.65469  -1.20833  1.20381
C  -1.40679  -0.59740  2.40504
C  -0.21115  -0.72232  3.14763
C  -0.12513  -0.47702  4.53383
C  1.08701  -0.43074  5.21000
C  2.27244  -0.65311  4.51637
C  2.22916  -0.88260  3.14315
C  1.02752  -0.89122  2.43834
O  1.00772  -0.91109  1.11901
H  -3.89875  -5.41611  1.27775
H  -3.39316  -7.12938  0.06257
H  -1.94385  -8.05293  -1.70075
H  -0.03812  -6.69501  -2.56263
H  0.34613  -4.44156  -1.62794
H  -2.17663  0.08348  2.76447
H  -1.05672  -0.37843  5.08990
H  1.10586  -0.27215  6.28298
H  3.22174  -0.66189  5.03788
H  3.14648  -1.04467  2.58541
N  -1.83657  2.95988  5.26188
C  -0.47933  3.05098  4.59782
C  -0.67748  2.46177  3.20310
N  0.50833  2.24947  2.45825
H  -1.83816  3.25862  6.23593
H  -2.13706  1.97724  5.21683
H  -2.52494  3.51015  4.74385
H  0.19269  2.43389  5.19472
H  -0.16202  4.09425  4.61670
H  -1.38851  3.05625  2.62543
H  -1.12339  1.48253  3.34842
H  1.14061  1.54967  2.83067
H  0.98426  3.05693  2.09754
O  0.97379  0.93296  -0.85346
S  2.16079  1.28862  0.03740
C  2.38484  3.04011  -0.25362
C  1.89534  3.65718  -1.39887
C  2.13190  5.00876  -1.57711
C  2.84756  5.72565  -0.62387
C  3.32867  5.09996  0.51953
C  3.09745  3.74578  0.71120
C  3.57846  0.68120  -0.85684
C  4.58066  0.07811  -0.11352
C  5.73658  -0.33453  -0.76308
C  5.86912  -0.13693  -2.12936
C  4.85074  0.46450  -2.86476
C  3.69876  0.88396  -2.22869
H  1.30819  3.09266  -2.10920
H  1.75678  5.50515  -2.46199
H  3.02562  6.78218  -0.77290
H  3.88300  5.66213  1.25902
H  3.47823  3.23897  1.58981
H  4.44869  -0.08248  0.94853
H  6.52471  -0.81652  -0.20133
H  6.77297  -0.45472  -2.63187
H  4.95974  0.60593  -3.93184
H  2.89442  1.34447  -2.78127

Cartesian forces (eV/Å) of the 6 atoms listed first:
-1.284 -0.355 0.611
0.067 0.010 0.031
0.114 -0.014 -0.028
-0.117 0.077 0.265
0.071 -0.008 -0.024
0.004 -0.101 0.053

Calculated values
HOMO (alpha / beta) = -4.655 / -4.667 eV
Multiplicity = 1
Lowest unoccupied orbital energy (alpha / beta) = -0.9 / -0.9 eV
Net charge = 0
Total energy = -104141.7795 eV

Atom charges from the Mulliken analysis, given in e for atoms 1 to 6:
1 Ti 0.0381
2 C -1.3960
3 C -0.9109
4 N 1.3301
5 C 0.2296
6 C -1.6198